Entry 1:
Density functional theory data (ωB97M-V/def2-TZVPD) for a cluster of 2 separate species, C9H8ClNO in total in a non-equilibrium geometry.

```
! wB97M-V def2-TZVPD RIJCOSX def2/J DEFGRID3
* xyz 0 1
Cl -0.45356 3.42869 -1.49793
H 0.67062 -1.83959 3.00329
H 0.29711 -0.11331 -3.18061
H -2.39489 -0.68101 -1.72788
C 0.60487 -1.72441 0.98698
C 0.39352 -0.91955 -0.17623
H 1.33149 1.53039 3.62259
C -0.30662 -0.07987 -2.14820
C -1.83886 -0.08392 -2.42183
C 0.96930 0.23718 2.31523
O 1.37601 0.60484 3.53471
C 0.11830 0.95770 -1.15925
C 0.71666 1.12194 1.35471
H -2.10122 -0.65723 -3.42946
H -2.09605 0.91105 -2.43283
H 0.66961 2.09847 1.61905
C 0.83674 -1.18305 2.20240
H 0.69734 -2.81190 0.84166
N 0.11677 -1.31326 -1.38677
C 0.39288 0.51687 0.08038
*
```

The calculation puts the gap between HOMO and LUMO at 7.197 eV. For the strongest force on any atom, the calculation gives 0.082 hartree/bohr. The value obtained for the LUMO energy is -1.6 eV.



Entry 2:
Density functional theory data (ωB97M-V/def2-TZVPD) for a structure of composition C3H5CdO4 in a non-equilibrium geometry.

```
! wB97M-V def2-TZVPD RIJCOSX def2/J DEFGRID3
* xyz 0 2
O 2.27102 0.48071 0.32409
H 1.16794 -0.91995 -1.22623
H 0.14286 -1.16620 1.05398
O -2.17386 1.85618 -0.49696
O -2.39374 -0.12492 0.54986
Cd 1.11157 2.08244 0.43449
H 2.53521 -1.55146 0.36800
H -3.13047 1.77843 -0.60018
C 0.45516 -1.06312 0.00361
C 1.91375 -0.72042 -0.01695
C -1.69010 0.73825 0.06612
O -0.39857 0.66790 -0.08454
H 0.18922 -2.05783 -0.37528
*
```

The calculation puts the gap between HOMO and LUMO (spin up / spin down) at 6.801 / 7.448 eV. For the strongest force on any atom, the calculation gives 0.103 hartree/bohr. The value obtained for the LUMO energy (spin up / spin down) is -0.6 / -1.1 eV.